(1)
{"formula": "C4H9O4Yb", "method": "wB97M-V/def2-TZVPD", "s2": 0.7510, "homo_ha": [-0.2419, -0.2418], "lumo_energy_ev": [-2.615, -2.597], "de_lowest_ev": 0.0722, "multiplicity": 2, "orbital_gap_ev": [3.9676, 3.9826], "species": ["C", "O", "H", "H", "H", "O", "O", "C", "C", "O", "C", "Yb", "H", "H", "H", "H", "H", "H"], "xyz": [[0.5590, -2.9951, -0.7173], [-0.0370, -1.8518, -1.2126], [0.2604, -3.8869, -1.2842], [1.6530, -2.8232, -0.7450], [0.3332, -3.1257, 0.3558], [-0.1900, 3.6794, -0.0080], [-1.7940, 0.7848, 1.4755], [-1.1537, -0.3375, 1.0780], [-0.0771, -0.0573, -0.0982], [0.6909, 1.5973, 0.2769], [0.6841, 2.7674, -0.5549], [-0.8068, 2.6461, 1.6578], [-1.8470, -1.0896, 0.6588], [-0.5541, -0.8129, 1.8801], [-0.6913, 0.3315, -0.9274], [0.8637, -0.4436, 0.3312], [1.7238, 3.1542, -0.5867], [0.3828, 2.4628, -1.5799]]}

(2)
{"formula": "C18H19Br2FN2O10S", "method": "wB97M-V/def2-TZVPD", "homo_ha": -0.3534, "lumo_energy_ev": -1.633, "smiles": "CC(C)=NN([C@@H](Br)[C@@H](C)Br)S(=O)(=O)F.O=C1C=C(O)C(=O)C=C1O.O=C1C=C(O)C(=O)C=C1O", "orbital_gap_ev": 7.9837, "species": ["C", "C", "C", "N", "N", "C", "Br", "C", "C", "Br", "S", "O", "O", "F", "H", "H", "H", "H", "H", "H", "H", "H", "H", "H", "H", "O", "C", "C", "C", "O", "C", "O", "C", "C", "O", "H", "H", "H", "H", "O", "C", "C", "C", "O", "C", "O", "C", "C", "O", "H", "H", "H", "H"], "xyz": [[-1.1592, -4.8054, -0.1540], [-1.3804, -3.3340, -0.2786], [-0.9209, -2.6390, -1.5145], [-1.9393, -2.5897, 0.6144], [-1.4525, -2.9222, 1.9478], [-0.4288, -1.9246, 2.2392], [-1.1466, -0.0956, 2.4904], [0.4440, -2.3290, 3.4221], [1.1124, -3.6840, 3.2265], [1.8715, -0.9802, 3.5597], [-2.8539, -2.9118, 2.9361], [-3.8410, -1.9990, 2.4971], [-3.2512, -4.2743, 3.0244], [-2.3169, -2.4899, 4.3289], [-1.9838, -5.3523, -0.6067], [-1.0938, -5.0998, 0.8907], [-0.2398, -5.0864, -0.6660], [-1.3744, -1.6548, -1.5462], [0.1593, -2.5136, -1.4143], [-1.0885, -3.2117, -2.4244], [0.2026, -1.8388, 1.3635], [-0.0589, -2.3104, 4.3793], [1.9892, -3.7132, 3.8676], [1.4481, -3.8584, 2.2077], [0.4552, -4.4756, 3.5811], [-1.9953, 3.7682, -5.7823], [-1.4916, 2.7479, -5.3542], [-0.7022, 1.8350, -6.1645], [-0.1965, 0.7249, -5.6126], [0.5351, -0.1504, -6.2923], [-0.4234, 0.3829, -4.1659], [0.0562, -0.6536, -3.7425], [-1.1923, 1.3046, -3.3495], [-1.6951, 2.4180, -3.9001], [-2.4029, 3.3048, -3.2140], [-0.5475, 2.0895, -7.2033], [0.7692, -0.8544, -5.6582], [-1.3333, 1.0589, -2.3059], [-2.6446, 4.0066, -3.8486], [2.5065, 6.0607, 3.4998], [2.4308, 5.0238, 2.8682], [2.9794, 3.7581, 3.3232], [2.8629, 2.6688, 2.5525], [3.3333, 1.4788, 2.9027], [2.1772, 2.7103, 1.2130], [2.1287, 1.6815, 0.5650], [1.6087, 3.9708, 0.7688], [1.7226, 5.0595, 1.5408], [1.2267, 6.2419, 1.1988], [3.4706, 3.7391, 4.2856], [3.1103, 0.8821, 2.1601], [1.1033, 3.9866, -0.1866], [1.4508, 6.8486, 1.9305]]}

(3)
{"formula": "C36H26N3PPd", "method": "wB97M-V/def2-TZVPD", "homo_ha": -0.2511, "lumo_energy_ev": -0.056, "de_lowest_ev": 0.0000, "orbital_gap_ev": 6.7759, "species": ["Pd", "C", "C", "N", "C", "C", "C", "C", "C", "C", "C", "N", "C", "C", "C", "C", "C", "C", "C", "C", "N", "C", "H", "H", "H", "H", "H", "H", "H", "H", "H", "H", "H", "H", "C", "C", "C", "C", "C", "C", "P", "C", "C", "C", "C", "C", "C", "C", "C", "C", "C", "C", "C", "H", "H", "H", "H", "H", "H", "H", "H", "H", "H", "H", "H", "H", "H"], "xyz": [[-0.2415, -0.4032, -1.6572], [-4.5243, -0.9409, -1.5649], [-3.1458, -1.2008, -1.5984], [-2.2601, -0.2449, -1.7389], [-2.6560, 1.0660, -1.8539], [-4.0203, 1.4037, -1.7998], [-4.9512, 0.3506, -1.6602], [-4.4080, 2.7636, -1.8634], [-3.4384, 3.7161, -1.9632], [-2.0681, 3.3911, -2.0348], [-1.6302, 2.0762, -2.0052], [-0.3582, 1.5773, -2.0615], [0.8499, 2.2083, -2.1263], [1.1348, 3.5406, -2.3844], [2.4570, 4.0261, -2.3886], [3.5298, 3.2159, -2.1586], [3.3036, 1.8361, -1.9408], [4.3551, 0.9174, -1.7329], [4.0870, -0.4069, -1.5486], [2.7504, -0.8340, -1.5555], [1.7515, -0.0019, -1.7313], [1.9880, 1.3369, -1.9338], [-5.2172, -1.7626, -1.4490], [-2.7524, -2.2023, -1.4965], [-6.0080, 0.5902, -1.6228], [-5.4579, 3.0230, -1.8166], [-3.7168, 4.7629, -1.9913], [-1.3670, 4.2040, -2.0916], [0.3482, 4.2375, -2.6080], [2.6143, 5.0791, -2.5882], [4.5424, 3.5983, -2.1593], [5.3754, 1.2844, -1.7238], [4.8745, -1.1323, -1.3990], [2.4864, -1.8710, -1.3981], [-0.6988, -2.7807, 5.6912], [0.4176, -2.0912, 5.2375], [0.4442, -1.5845, 3.9440], [-0.6478, -1.7468, 3.0900], [-1.7665, -2.4328, 3.5641], [-1.7907, -2.9522, 4.8513], [-0.7075, -1.1125, 1.3757], [0.4830, 0.2520, 1.4394], [-0.0665, 1.5121, 1.6746], [0.7485, 2.6334, 1.7400], [2.1201, 2.5112, 1.5573], [2.6761, 1.2601, 1.3281], [1.8608, 0.1380, 1.2726], [-0.0285, -2.4665, 0.3581], [0.3130, -3.6950, 0.9243], [0.6190, -4.7779, 0.1076], [0.6078, -4.6225, -1.2689], [0.3045, -3.3844, -1.8276], [-0.0159, -2.2828, -1.0344], [-0.7205, -3.1787, 6.6985], [1.2731, -1.9550, 5.8887], [1.3193, -1.0477, 3.5964], [-2.6253, -2.5520, 2.9124], [-2.6686, -3.4815, 5.2030], [-1.1406, 1.6083, 1.7874], [0.3077, 3.6076, 1.9158], [2.7542, 3.3887, 1.5923], [3.7454, 1.1580, 1.1865], [2.3006, -0.8385, 1.1100], [0.3072, -3.8182, 2.0010], [0.8665, -5.7356, 0.5490], [0.8485, -5.4618, -1.9115], [0.3333, -3.2752, -2.9075]]}

(4)
{"formula": "C21H33BaBr2NO5PS3", "method": "wB97M-V/def2-TZVPD", "s2": 0.7637, "homo_ha": [-0.0668, -0.0667], "lumo_energy_ev": [3.960, 2.832], "de_lowest_ev": 1.9600, "charge": -2, "multiplicity": 2, "orbital_gap_ev": [5.7767, 4.6469], "species": ["Ba", "C", "C", "C", "C", "C", "C", "C", "C", "C", "C", "H", "H", "H", "H", "H", "H", "H", "H", "H", "H", "H", "H", "H", "H", "H", "C", "C", "O", "P", "S", "S", "O", "C", "C", "H", "H", "H", "H", "H", "H", "H", "H", "H", "H", "Br", "C", "Br", "H", "H", "N", "C", "C", "C", "C", "C", "C", "S", "O", "O", "O", "H", "H", "H", "H", "H", "H"], "xyz": [[1.3923, -1.2868, 0.4473], [-0.4079, 1.9580, 3.9949], [-0.2999, 0.5669, 4.3698], [-1.5640, -0.0645, 4.1539], [-2.4264, 0.8996, 3.6928], [-1.6942, 2.1802, 3.5900], [-2.2709, 3.4708, 3.0951], [-3.8519, 0.6938, 3.3045], [-1.8656, -1.5138, 4.3892], [0.9071, -0.0804, 4.9369], [0.7213, 2.9385, 4.0321], [-1.8757, 3.7497, 2.1134], [-2.0449, 4.2978, 3.7723], [-3.3552, 3.4120, 2.9969], [-3.9624, 0.5397, 2.2250], [-4.4753, 1.5521, 3.5653], [-4.2656, -0.1874, 3.7964], [-1.9330, -2.0799, 3.4569], [-2.8075, -1.6447, 4.9297], [-1.0729, -1.9925, 4.9628], [1.7949, 0.5359, 4.8109], [1.0998, -1.0516, 4.4698], [0.7668, -0.2664, 6.0095], [0.4072, 3.9148, 3.6609], [1.5599, 2.6024, 3.4160], [1.1097, 3.0746, 5.0456], [3.2290, -4.7128, -3.8446], [2.1423, -3.9212, -4.5379], [1.0268, -3.7502, -3.6582], [0.7427, -2.3511, -2.9048], [-0.5333, -2.8301, -1.4557], [2.4287, -1.3778, -2.5482], [0.0443, -1.4544, -4.0391], [-1.3342, -1.5153, -4.3950], [-1.5107, -0.6472, -5.6207], [4.0699, -4.8739, -4.5236], [2.8495, -5.6811, -3.5158], [3.5864, -4.1626, -2.9748], [1.7589, -4.4509, -5.4128], [2.5201, -2.9490, -4.8601], [-1.9252, -1.1499, -3.5508], [-1.6279, -2.5529, -4.5851], [-1.1278, 0.3584, -5.4398], [-2.5683, -0.5869, -5.8882], [-0.9586, -1.0634, -6.4643], [1.2231, -3.4690, 2.9120], [4.6417, -1.4354, 1.9901], [3.5270, 0.2758, 2.3283], [4.0800, -1.8945, 1.1538], [4.3270, -2.0207, 2.8625], [-0.6943, 0.5753, 0.9524], [-0.3420, 1.1404, -0.3246], [-1.1935, 1.0299, -1.4207], [-0.8570, 1.6133, -2.6261], [0.3340, 2.3156, -2.7601], [1.2101, 2.3804, -1.6891], [0.8847, 1.7824, -0.4724], [0.6691, 3.1583, -4.3182], [1.2531, 2.1387, -5.1741], [1.5742, 4.2375, -3.9526], [-0.6536, 3.5993, -4.7511], [-1.4398, -0.1015, 0.8315], [-0.9714, 1.2609, 1.6441], [-2.1404, 0.5131, -1.3018], [-1.5339, 1.5740, -3.4693], [2.1369, 2.9260, -1.8066], [1.5666, 1.8538, 0.3738]]}

(5)
{"formula": "C7H9N", "method": "wB97M-V/def2-TZVPD", "homo_ha": -0.3227, "lumo_energy_ev": 1.023, "smiles": "CNc1ccccc1", "de_lowest_ev": 4.0094, "orbital_gap_ev": 9.8034, "species": ["C", "N", "C", "C", "C", "C", "C", "C", "H", "H", "H", "H", "H", "H", "H", "H", "H"], "xyz": [[2.5362, 0.2860, 0.2858], [1.6069, -0.7728, -0.2083], [0.1943, -0.4121, -0.1218], [-0.1771, 0.9831, -0.1719], [-1.6135, 1.2553, -0.0606], [-2.4993, 0.1362, 0.0787], [-2.0198, -1.0823, 0.0961], [-0.7093, -1.4322, -0.0046], [3.6971, -0.3713, 0.3491], [2.6774, 1.1676, -0.4695], [2.2262, 0.7958, 1.3341], [1.9202, -0.7640, -1.0434], [0.5419, 1.7275, -0.3111], [-2.0249, 2.3242, -0.0742], [-3.5961, 0.3262, 0.0804], [-2.5414, -1.7382, 0.3436], [-0.2189, -2.4288, -0.1025]]}

(6)
{"formula": "C31H37BBr2N13O11P2SSn", "method": "wB97M-V/def2-TZVPD", "s2": 0.7944, "homo_ha": [-0.2879, -0.2904], "lumo_energy_ev": [-0.396, -2.173], "de_lowest_ev": 0.0655, "multiplicity": 2, "orbital_gap_ev": [7.4391, 5.7278], "species": ["Sn", "C", "C", "N", "N", "C", "B", "N", "C", "C", "C", "N", "N", "C", "C", "C", "N", "N", "C", "C", "C", "N", "H", "H", "H", "H", "H", "H", "H", "H", "H", "H", "H", "H", "N", "C", "C", "P", "O", "O", "O", "P", "O", "O", "O", "H", "H", "H", "H", "H", "H", "H", "H", "Br", "C", "C", "C", "Br", "C", "C", "C", "C", "N", "C", "C", "O", "H", "H", "H", "H", "C", "C", "S", "O", "O", "C", "C", "N", "C", "N", "C", "C", "N", "O", "O", "C", "H", "H", "H", "H", "H", "H", "H", "H", "H", "H", "H", "H", "H"], "xyz": [[1.1244, -0.5432, 0.0378], [0.8557, -2.8384, -3.8752], [1.4686, -2.0686, -2.8863], [0.6230, -1.8507, -1.8879], [-0.5537, -2.4440, -2.2167], [-0.4266, -3.0502, -3.4101], [-1.7115, -2.3692, -1.1858], [-2.0516, -0.8640, -0.9490], [-3.1855, -0.2387, -1.3036], [-3.0044, 1.1212, -1.1389], [-1.6888, 1.2413, -0.6812], [-1.1301, 0.0444, -0.5646], [-1.2551, -3.0205, 0.1295], [-1.3531, -4.3087, 0.5142], [-0.6689, -4.4540, 1.7016], [-0.1544, -3.1774, 1.9644], [-0.5117, -2.3237, 1.0146], [-2.9909, -3.0601, -1.6480], [-4.0455, -3.3667, -0.8513], [-5.1004, -3.7109, -1.6578], [-4.5913, -3.5703, -2.9628], [-3.3329, -3.1692, -2.9528], [1.2715, -3.1636, -4.8123], [2.4590, -1.6460, -2.8415], [-1.2675, -3.5589, -3.8459], [-4.0321, -0.7949, -1.6711], [-3.7086, 1.9052, -1.3578], [-1.1035, 2.1233, -0.4693], [-1.9010, -5.0242, -0.0760], [-0.5580, -5.3492, 2.2882], [0.4690, -2.8360, 2.7747], [-3.9675, -3.3107, 0.2220], [-6.0844, -4.0221, -1.3537], [-5.0872, -3.7481, -3.9041], [3.8433, 3.3109, -1.4987], [3.7088, 1.9772, -2.2145], [4.5247, 1.9728, -3.4945], [4.2366, 0.7490, -0.9079], [5.8403, 0.6619, -1.1313], [3.9821, 1.5110, 0.3552], [3.6387, -0.5869, -1.2048], [1.9065, 1.7218, -2.5763], [1.4999, 3.2819, -2.8841], [1.7302, 0.9052, -3.7879], [1.2845, 1.3950, -1.2410], [3.7804, 3.0375, -0.4845], [3.1088, 3.9603, -1.7909], [4.7588, 3.7241, -1.6662], [5.5816, 2.1531, -3.2864], [4.1565, 2.7175, -4.2036], [4.4236, 0.9991, -3.9697], [6.0706, -0.1897, -1.5191], [0.9938, 3.3201, -3.7036], [4.4398, -0.3249, 4.9126], [4.7149, -1.4036, 3.4183], [5.9873, -1.8297, 3.1007], [6.1982, -2.6126, 1.9809], [7.9613, -3.1446, 1.6105], [5.1284, -3.0251, 1.1214], [5.3019, -3.8298, -0.0163], [4.2048, -4.1820, -0.7585], [2.9468, -3.7267, -0.3568], [2.7585, -2.9634, 0.7022], [3.8207, -2.6104, 1.4295], [3.5520, -1.7448, 2.6105], [2.4322, -1.3219, 2.8664], [6.8230, -1.5439, 3.7231], [6.2915, -4.1668, -0.2919], [4.3003, -4.8021, -1.6391], [2.0611, -3.9885, -0.9240], [-7.6269, 3.2716, 1.3915], [-6.1685, 3.4624, 0.9972], [-5.1319, 3.2955, 2.4330], [-5.1697, 1.9185, 2.8647], [-5.4567, 4.3384, 3.3728], [-3.4970, 3.6018, 1.7993], [-2.4901, 3.4558, 2.9396], [-1.2059, 2.9849, 2.4384], [-0.8651, 1.6763, 2.3355], [0.2950, 1.5280, 1.7215], [0.7426, 2.7655, 1.4109], [-0.1759, 3.6836, 1.8283], [-0.1463, 5.0898, 1.6306], [0.8624, 5.5578, 1.1372], [-1.1263, 5.7429, 1.9626], [-1.7272, 0.5607, 2.8058], [-8.2592, 3.3775, 0.5113], [-7.9268, 4.0163, 2.1268], [-7.7843, 2.2803, 1.8138], [-5.9796, 4.4560, 0.5888], [-5.8322, 2.7039, 0.2889], [-3.4683, 4.5972, 1.3580], [-3.3173, 2.8430, 1.0350], [-2.8388, 2.7099, 3.6522], [-2.3538, 4.3966, 3.4591], [1.6789, 2.9180, 0.9050], [-1.8043, 0.5517, 3.8946], [-1.2862, -0.3772, 2.4736], [-2.7387, 0.6388, 2.4006]]}

(7)
{"formula": "C4H10N5O2", "method": "wB97M-V/def2-TZVPD", "s2": 2.0061, "homo_ha": [-0.3186, -0.4619], "lumo_energy_ev": [-3.140, -4.823], "de_lowest_ev": 1.8232, "charge": 1, "multiplicity": 3, "orbital_gap_ev": [5.5298, 7.7444], "species": ["C", "C", "C", "C", "N", "N", "N", "N", "N", "O", "O", "H", "H", "H", "H", "H", "H", "H", "H", "H", "H"], "xyz": [[-0.8957, 0.3632, -3.5169], [-0.9799, -0.9561, -1.6810], [-1.3797, -0.8481, -3.0289], [0.3319, -0.1945, 2.2971], [-0.2206, 0.8801, -2.5558], [-0.1883, 0.1243, -1.4193], [1.6141, -0.2314, 1.9889], [-0.4767, 0.7238, 1.7842], [2.6408, -0.8270, 2.7731], [0.0043, 1.4088, 0.8211], [-1.7769, 0.3818, 1.7789], [-0.9488, 0.6576, -4.5466], [-2.4735, 1.0497, 2.1308], [-1.1141, -1.6720, -0.8722], [-2.1165, -1.3749, -3.5935], [-0.2211, -0.8437, 2.9741], [0.5535, 1.5936, -2.5770], [0.1330, 0.6086, -0.5475], [1.9800, 0.4486, 1.2450], [2.2323, -1.1504, 3.5595], [3.3019, -0.1421, 2.9863]]}

(8)
{"formula": "C8H9O4S", "method": "wB97M-V/def2-TZVPD", "homo_ha": -0.1875, "lumo_energy_ev": 3.359, "smiles": "C=C/C=C\\C=C(/C(=O)[O-])S(C)(=O)=O", "de_lowest_ev": 1.4710, "charge": -1, "orbital_gap_ev": 8.4603, "species": ["C", "C", "C", "C", "C", "C", "C", "O", "O", "S", "C", "O", "O", "H", "H", "H", "H", "H", "H", "H", "H", "H"], "xyz": [[3.0416, -1.1483, 0.6127], [3.4704, -0.0875, -0.0730], [2.7096, 1.1036, -0.2007], [1.4161, 1.1948, -0.4789], [0.5242, 0.0988, -0.5353], [-0.7803, 0.2109, -0.4135], [-1.6391, 1.6272, -0.2840], [-1.1939, 2.4721, 0.4995], [-2.6711, 1.4926, -0.9262], [-1.9870, -1.2203, -0.2845], [-3.4436, -0.6039, 0.6785], [-1.3501, -2.2752, 0.5391], [-2.4065, -1.7464, -1.5604], [3.7118, -1.9069, 0.9874], [2.0823, -1.0226, 1.0340], [4.3967, -0.1519, -0.6494], [3.3271, 1.9992, -0.1180], [0.9373, 2.2016, -0.6798], [0.8606, -0.8994, -0.6984], [-4.3754, -1.2989, 0.7182], [-3.0108, -0.4523, 1.5699], [-3.6199, 0.4129, 0.2623]]}